(1)
A single H4O2Si2 molecule, computed with ωB97M-V/def2-TZVPD.

## Properties
* E_HOMO: -10.662 eV
* E_LUMO: 0.0165 Ha
* relative energy (zero: lowest compared OMol25 entry of this formula, charge and spin): 68.3 kJ/mol
* orbital gap: 11.1101 eV

Last column: Mulliken charge in e.
Cartesian coordinates (Å):
1 O -0.102 -0.943 0.730  -0.28
2 O -0.128 0.804 -0.833  -0.36
3 Si -0.415 0.748 0.793  0.55
4 Si 0.294 -0.935 -0.852  0.53
5 H -1.497 1.505 1.442  -0.12
6 H 0.650 1.226 1.639  -0.13
7 H 1.724 -0.712 -1.275  -0.08
8 H -0.527 -1.694 -1.644  -0.11



(2)
A single C4H10S molecule, computed with ωB97M-V/def2-TZVPD.

## Properties
* E_HOMO: -8.567 eV
* SMILES string: CSC(C)C
* E_LUMO: 0.0382 Ha
* relative energy (zero: lowest compared OMol25 entry of this formula, charge and spin): 77.8 kJ/mol
* orbital gap: 9.6067 eV

Last column: Mulliken charge in e.
Cartesian coordinates (Å):
1 C 0.115 1.793 1.624  -0.86
2 S 0.783 1.411 -0.070  -0.08
3 C -0.058 -0.184 -0.353  0.41
4 C -0.739 -0.319 -1.773  -1.25
5 C 0.683 -1.545 0.044  -1.08
6 H 0.639 1.138 2.311  0.30
7 H 0.380 2.843 1.847  0.30
8 H -1.017 1.681 1.843  0.29
9 H -0.807 -0.006 0.569  0.05
10 H -1.254 0.560 -2.165  0.36
11 H -1.468 -1.162 -1.836  0.32
12 H 0.038 -0.548 -2.536  0.33
13 H 1.336 -1.365 0.924  0.31
14 H 0.011 -2.370 0.341  0.33
15 H 1.357 -1.928 -0.771  0.28



(3)
2 unconnected molecules or ions with the total composition C3H6NO3P, computed with ωB97M-V/def2-TZVPD.

## Properties
* E_HOMO (alpha / beta): 1.267 / 1.991 eV
* E_LUMO (alpha / beta): 0.2502 / 0.2515 Ha
* total charge: -2
* relative energy (zero: lowest compared OMol25 entry of this formula, charge and spin): 554.9 kJ/mol
* orbital gap (alpha / beta): 5.5416 / 4.8532 eV

Last column: Mulliken charge in e.
Cartesian coordinates (Å):
1 C 0.567 0.647 -1.350  0.07
2 C -0.618 -0.730 0.268  -1.27
3 C -0.512 0.644 -0.340  -0.65
4 N 2.758 -0.072 0.234  -0.51
5 O 0.541 1.777 -2.260  -0.47
6 O 1.000 -0.070 -4.192  -0.79
7 O -1.439 0.146 -3.210  -0.72
8 P 0.071 0.311 -3.034  0.69
9 H -1.381 -0.731 1.012  0.36
10 H 0.341 -0.915 0.724  0.50
11 H -0.780 -1.291 -0.620  0.26
12 H -0.371 1.507 0.354  0.30
13 H -1.358 0.938 -1.052  0.32
14 H 1.980 0.635 0.353  -0.10



(4)
A single CCl2N2 molecule, computed with ωB97M-V/def2-TZVPD.

## Properties
* E_HOMO: -10.747 eV
* SMILES string: N#CN(Cl)Cl
* E_LUMO: -0.1178 Ha
* relative energy (zero: lowest compared OMol25 entry of this formula, charge and spin): 232.8 kJ/mol
* orbital gap: 7.5404 eV

Last column: Mulliken charge in e.
Cartesian coordinates (Å):
1 N 0.796 -1.311 1.353  -0.32
2 C 0.340 -0.545 0.642  0.52
3 N 0.108 0.463 -0.090  -0.24
4 Cl -0.147 -0.190 -2.111  -0.05
5 Cl -1.097 1.584 0.206  0.09



(5)
A single C3H8O3 molecule, computed with ωB97M-V/def2-TZVPD.

## Properties
* E_HOMO: -9.943 eV
* SMILES string: OCC(O)CO
* E_LUMO: 0.0249 Ha
* relative energy (zero: lowest compared OMol25 entry of this formula, charge and spin): 552.2 kJ/mol
* orbital gap: 10.6199 eV

Last column: Mulliken charge in e.
Cartesian coordinates (Å):
1 O -1.490 -0.877 -0.443  -0.54
2 C -0.984 -0.142 0.618  -0.52
3 C 0.108 0.693 0.241  0.34
4 O -0.471 0.951 -1.113  -0.68
5 C 1.383 0.139 0.142  -0.86
6 O 1.353 -1.047 -0.516  -0.60
7 H -0.841 -1.651 -0.639  0.40
8 H -0.758 -1.030 1.524  0.27
9 H -1.781 0.512 1.058  0.31
10 H 0.098 1.817 0.699  0.29
11 H -1.264 0.325 -0.924  0.45
12 H 2.107 0.632 -0.570  0.36
13 H 1.807 0.017 1.186  0.33
14 H 0.732 -0.340 -1.264  0.44



(6)
A molecular structure, C8H13NO8P2SW, computed with ωB97M-V/def2-TZVPD.

## Properties
* E_HOMO (alpha / beta): -2.259 / -3.269 eV
* E_LUMO (alpha / beta): 0.1076 / 0.1052 Ha
* spin multiplicity: 4
* total charge: -1
* relative energy (zero: lowest compared OMol25 entry of this formula, charge and spin): 317.8 kJ/mol
* <S²>: 3.78
* orbital gap (alpha / beta): 5.1877 / 6.1311 eV

Last column: Mulliken spin population.
Cartesian coordinates (Å):
1 W -0.240 -0.012 0.019  2.03
2 O 1.832 0.359 -0.260  0.06
3 N 2.708 -0.183 0.630  0.25
4 C 4.032 -0.054 0.365  0.01
5 C 4.994 -0.484 1.224  0.05
6 C 4.610 -1.101 2.457  0.32
7 C 3.262 -1.263 2.697  -0.15
8 C 2.292 -0.816 1.810  0.31
9 S 0.600 -1.176 2.058  0.00
10 H 4.249 0.418 -0.583  0.03
11 H 6.033 -0.353 0.958  0.01
12 H 5.354 -1.425 3.170  0.04
13 H 2.913 -1.751 3.599  0.00
14 C -3.288 -0.112 -0.064  0.00
15 C -2.800 0.139 -1.488  -0.03
16 O -3.883 0.250 -2.414  0.01
17 P -1.827 1.717 -1.472  0.09
18 O -2.598 2.573 -2.581  -0.01
19 O -2.177 2.576 -0.150  -0.01
20 O -0.370 1.719 -1.800  0.00
21 P -1.769 -1.374 -1.985  0.04
22 O -0.224 -0.880 -2.247  0.01
23 O -2.402 -1.796 -3.268  0.00
24 O -1.653 -2.258 -0.792  0.04
25 H -3.932 0.693 0.287  0.00
26 H -2.411 -0.194 0.608  -0.03
27 H -3.818 -1.062 -0.027  0.00
28 H -3.723 -0.476 -3.059  0.00
29 H -3.427 2.126 -2.823  0.00
30 H -1.533 2.348 0.543  -0.01
31 H -0.094 -0.180 -2.903  0.00
32 C -0.163 0.490 2.129  -0.07
33 H 0.526 1.169 2.634  -0.01
34 H -1.071 0.374 2.730  0.02



(7)
A molecular structure, C16H22IrNO7SSe2, computed with ωB97M-V/def2-TZVPD.

## Properties
* E_HOMO (alpha / beta): -4.741 / -4.748 eV
* E_LUMO (alpha / beta): 0.0883 / 0.0416 Ha
* spin multiplicity: 2
* total charge: -1
* relative energy (zero: lowest compared OMol25 entry of this formula, charge and spin): 111.2 kJ/mol
* <S²>: 0.79
* orbital gap (alpha / beta): 7.1431 / 5.8804 eV

Last column: Mulliken spin population.
Cartesian coordinates (Å):
1 Ir 0.408 -1.464 -1.063  0.01
2 O -3.787 1.646 -1.203  0.00
3 C -2.827 1.474 -2.233  0.00
4 C -2.742 0.040 -2.785  0.00
5 C -3.951 -0.196 -3.698  0.00
6 O -4.113 -1.549 -4.105  0.00
7 C -2.794 -0.969 -1.623  0.00
8 Se -1.624 -2.533 -1.739  0.00
9 C -1.482 -0.051 -3.657  0.00
10 Se 0.243 0.162 -2.758  0.00
11 H -3.358 1.389 -0.377  0.00
12 H -1.838 1.774 -1.877  0.00
13 H -3.113 2.150 -3.047  0.00
14 H -3.859 0.448 -4.584  0.00
15 H -4.860 0.092 -3.164  0.00
16 H -3.268 -2.006 -4.004  0.00
17 H -3.808 -1.351 -1.510  0.00
18 H -2.511 -0.499 -0.690  0.00
19 H -1.519 0.740 -4.410  0.00
20 H -1.445 -1.008 -4.178  0.00
21 C 4.336 3.143 2.735  0.00
22 C 3.144 2.280 2.420  -0.10
23 C 2.270 1.903 3.478  0.43
24 C 1.089 1.188 3.212  -0.11
25 C 0.793 0.779 1.951  0.32
26 C 1.734 0.972 0.806  -0.06
27 C 2.881 1.875 1.154  0.31
28 S -0.726 -0.037 1.582  0.00
29 O -1.357 -0.349 2.840  0.00
30 O -1.397 0.865 0.674  0.01
31 N -0.313 -1.376 0.842  0.02
32 C -0.307 -2.641 1.573  0.00
33 C 0.699 -3.583 0.927  0.00
34 O 1.060 -4.594 1.502  0.00
35 O 1.125 -3.209 -0.243  0.00
36 H 5.001 2.639 3.439  -0.01
37 H 4.025 4.082 3.196  -0.01
38 H 4.904 3.374 1.835  0.00
39 H 2.491 2.220 4.490  0.03
40 H 0.382 0.974 4.005  0.00
41 H 1.199 1.345 -0.075  0.08
42 H 3.534 2.163 0.338  0.01
43 H -1.288 -3.121 1.535  0.00
44 H -0.044 -2.509 2.623  0.00
45 C 2.914 -1.284 1.394  0.03
46 C 2.375 -0.362 0.343  0.05
47 O 2.579 -0.549 -0.853  0.01
48 H 3.717 -0.761 1.921  0.00
49 H 3.284 -2.195 0.933  0.00
50 H 2.146 -1.520 2.130  -0.01



(8)
5 unconnected molecules or ions with the total composition C69H47F13N3O9S, computed with ωB97M-V/def2-TZVPD.

## Properties
* E_HOMO: -10.620 eV
* E_LUMO: -0.1776 Ha
* total charge: +1
* orbital gap: 5.7868 eV

Last column: Mulliken charge in e.
Cartesian coordinates (Å):
1 N 5.358 -1.530 -4.007  -0.67
2 C 5.354 -2.703 -3.098  -0.74
3 C 4.894 -4.042 -3.834  -0.03
4 O 5.485 -5.108 -3.060  -0.59
5 C 3.315 -4.043 -3.785  -0.23
6 C 2.627 -4.989 -4.800  0.85
7 C 3.277 -6.301 -5.032  -0.56
8 C 2.643 -7.198 -5.994  -0.43
9 C 1.402 -6.669 -6.624  -0.29
10 N 0.867 -5.480 -6.375  -1.05
11 N 1.485 -4.739 -5.488  0.99
12 C 0.829 -3.412 -5.195  -1.06
13 C -0.727 -3.574 -5.495  -0.85
14 C -1.489 -2.274 -5.027  0.83
15 F -0.973 -1.273 -5.870  -0.35
16 F -1.134 -1.871 -3.761  -0.29
17 C -3.032 -2.286 -5.307  0.58
18 F -3.424 -0.956 -5.246  -0.31
19 F -3.316 -2.648 -6.603  -0.28
20 C -3.959 -3.012 -4.243  0.72
21 F -5.240 -2.670 -4.666  -0.30
22 F -3.824 -2.349 -3.063  -0.24
23 C -3.930 -4.581 -4.212  0.53
24 F -3.396 -5.141 -5.349  -0.22
25 F -5.227 -5.017 -4.234  -0.25
26 S -3.122 -5.438 -2.740  1.32
27 F -4.262 -6.618 -2.863  -0.33
28 F -2.214 -6.383 -3.750  -0.33
29 F -1.927 -4.357 -2.583  -0.27
30 F -4.102 -4.735 -1.639  -0.28
31 F -2.424 -6.287 -1.503  -0.31
32 H 4.445 -1.082 -3.858  0.28
33 H 6.017 -0.861 -3.573  0.23
34 H 4.601 -2.550 -2.273  0.28
35 H 6.353 -2.924 -2.643  0.42
36 H 5.269 -4.039 -4.892  0.48
37 H 5.904 -5.726 -3.683  0.37
38 H 2.985 -2.979 -3.857  0.31
39 H 3.023 -4.410 -2.757  0.33
40 H 4.196 -6.616 -4.506  0.33
41 H 3.033 -8.208 -6.226  0.42
42 H 0.889 -7.326 -7.363  0.40
43 H 0.874 -3.179 -4.100  0.62
44 H 1.268 -2.596 -5.817  0.21
45 H -0.932 -3.637 -6.596  0.43
46 H -1.045 -4.488 -4.946  0.39
47 C -8.308 -2.597 6.346  -0.45
48 C -9.224 -3.639 6.222  -0.65
49 C -8.946 -4.713 5.389  -0.34
50 C -7.757 -4.744 4.667  0.10
51 C -6.849 -3.688 4.774  0.05
52 C -7.124 -2.620 5.624  -0.76
53 C -5.599 -3.683 3.973  0.61
54 O -4.806 -2.766 4.067  -0.67
55 C -5.338 -4.815 3.048  0.28
56 C -4.199 -4.798 2.248  -0.70
57 C -3.938 -5.856 1.389  -0.41
58 C -4.809 -6.940 1.334  -0.54
59 C -5.949 -6.959 2.124  -0.65
60 C -6.221 -5.892 2.976  0.21
61 C -7.462 -5.906 3.793  0.52
62 O -8.225 -6.851 3.740  -0.66
63 H -8.522 -1.763 7.004  0.42
64 H -10.154 -3.612 6.778  0.77
65 H -9.659 -5.523 5.299  0.48
66 H -6.417 -1.805 5.720  0.48
67 H -3.516 -3.958 2.291  0.47
68 H -3.054 -5.837 0.764  0.51
69 H -4.600 -7.771 0.669  0.44
70 H -6.627 -7.802 2.074  0.48
71 C 7.940 5.017 0.449  -0.28
72 C 7.023 3.975 0.335  -0.59
73 C 7.292 2.899 -0.498  -0.64
74 C 8.475 2.864 -1.230  0.44
75 C 9.383 3.921 -1.134  -0.05
76 C 9.117 4.989 -0.285  -0.64
77 C 10.626 3.925 -1.945  0.39
78 O 11.419 4.843 -1.858  -0.67
79 C 10.880 2.792 -2.869  0.28
80 C 12.012 2.806 -3.679  -0.51
81 C 12.265 1.746 -4.537  -0.52
82 C 11.394 0.662 -4.583  -0.54
83 C 10.261 0.645 -3.783  -0.56
84 C 9.996 1.713 -2.930  0.23
85 C 8.763 1.701 -2.104  0.66
86 O 7.997 0.754 -2.147  -0.72
87 H 7.734 5.854 1.106  0.52
88 H 6.098 4.004 0.899  0.40
89 H 6.578 2.088 -0.579  0.46
90 H 9.824 5.803 -0.196  0.63
91 H 12.695 3.646 -3.644  0.47
92 H 13.145 1.762 -5.170  0.40
93 H 11.597 -0.169 -5.249  0.40
94 H 9.583 -0.199 -3.826  0.46
95 C 8.260 12.838 4.211  -0.47
96 C 7.345 11.796 4.096  -0.51
97 C 7.616 10.721 3.263  -0.46
98 C 8.799 10.689 2.531  0.16
99 C 9.706 11.747 2.628  0.10
100 C 9.438 12.815 3.478  -0.54
101 C 10.950 11.752 1.816  0.56
102 O 11.741 12.670 1.903  -0.66
103 C 11.204 10.619 0.891  0.45
104 C 12.336 10.633 0.081  -0.66
105 C 12.589 9.572 -0.777  -0.52
106 C 11.716 8.488 -0.823  -0.28
107 C 10.586 8.474 -0.021  -0.57
108 C 10.321 9.541 0.831  -0.12
109 C 9.088 9.526 1.656  0.46
110 O 8.324 8.578 1.613  -0.66
111 H 8.051 13.673 4.869  0.40
112 H 6.420 11.821 4.660  0.40
113 H 6.904 9.909 3.181  0.45
114 H 10.144 13.631 3.566  0.47
115 H 13.019 11.473 0.115  0.49
116 H 13.468 9.588 -1.411  0.40
117 H 11.917 7.655 -1.487  0.48
118 H 9.908 7.632 -0.063  0.60
119 C -17.463 -0.069 6.656  -0.47
120 C -16.899 -0.950 7.575  -0.49
121 C -15.641 -1.485 7.344  -0.50
122 C -14.945 -1.151 6.186  0.16
123 C -15.521 -0.286 5.253  0.12
124 C -16.777 0.262 5.497  -0.55
125 C -14.813 0.042 3.989  0.61
126 O -15.311 0.797 3.178  -0.66
127 C -13.488 -0.577 3.731  0.43
128 C -12.835 -0.327 2.528  -0.68
129 C -11.590 -0.891 2.284  -0.55
130 C -10.989 -1.700 3.245  -0.44
131 C -11.640 -1.955 4.442  -0.20
132 C -12.893 -1.404 4.685  -0.11
133 C -13.592 -1.715 5.956  0.47
134 O -13.066 -2.426 6.793  -0.68
135 H -18.442 0.355 6.843  0.40
136 H -17.442 -1.217 8.474  0.40
137 H -15.204 -2.166 8.064  0.46
138 H -17.221 0.943 4.783  0.47
139 H -13.297 0.304 1.778  0.47
140 H -11.086 -0.699 1.344  0.39
141 H -10.014 -2.134 3.057  0.49
142 H -11.171 -2.588 5.184  0.45



(9)
A molecular structure, C20H51ClF4N12NbO10P2, computed with ωB97M-V/def2-TZVPD.

## Properties
* E_HOMO: -3.596 eV
* E_LUMO: 0.0678 Ha
* total charge: -1
* orbital gap: 5.4422 eV

Last column: Mulliken charge in e.
Cartesian coordinates (Å):
1 C 0.365 -2.577 3.177  0.31
2 C 0.816 -1.479 2.943  -0.70
3 C 1.494 -0.079 2.796  -0.88
4 Nb 0.276 1.162 1.289  -1.15
5 C -1.520 0.906 2.730  -1.16
6 C -1.162 1.197 4.248  0.53
7 C -1.202 -0.078 5.198  -0.54
8 O 0.059 -0.120 5.939  -0.74
9 C -1.129 2.370 -0.045  -0.60
10 C -0.684 2.476 -1.554  -0.51
11 O -0.393 1.209 -2.190  0.27
12 C 0.091 1.541 -3.493  -0.68
13 C -0.316 0.382 -4.507  0.88
14 F 0.718 0.212 -5.436  -0.26
15 F -1.511 0.780 -5.124  -0.32
16 F -0.544 -0.794 -3.848  -0.25
17 C 2.059 1.413 -0.132  -0.34
18 C 3.454 1.575 0.646  0.71
19 C 4.391 2.603 -0.085  -1.38
20 F 4.110 0.284 0.528  -0.39
21 P 0.962 3.405 2.353  0.36
22 C -0.581 4.364 2.947  -1.01
23 O 1.961 3.136 3.755  -0.58
24 P -0.471 -1.041 0.174  0.49
25 O 0.511 -1.452 -1.152  -0.45
26 Cl -2.411 -0.812 -0.697  -0.39
27 H 0.303 -3.675 3.347  0.37
28 H 2.548 -0.305 2.478  0.51
29 H 1.520 0.450 3.786  0.41
30 H -2.387 1.491 2.323  0.47
31 H -1.802 -0.191 2.666  0.48
32 H -0.180 1.709 4.421  -0.37
33 H -1.957 1.909 4.643  0.31
34 H -1.344 -1.044 4.648  0.18
35 H -1.989 0.087 5.995  0.29
36 H 0.703 -0.679 5.463  0.38
37 H -1.217 3.434 0.340  0.19
38 H -2.170 1.935 0.064  0.41
39 H 0.171 3.206 -1.683  0.28
40 H -1.558 2.936 -2.123  0.34
41 H -0.387 2.481 -3.899  0.31
42 H 1.206 1.716 -3.512  0.24
43 H 1.984 2.354 -0.767  0.26
44 H 2.193 0.561 -0.855  0.18
45 H 3.299 1.794 1.737  0.07
46 H 5.457 2.537 0.256  0.39
47 H 3.928 3.621 0.047  0.26
48 H 4.373 2.322 -1.183  0.30
49 H -0.807 5.121 2.134  0.31
50 H -0.352 4.923 3.895  0.41
51 H -1.491 3.714 3.025  0.22
52 H 1.363 3.373 4.496  0.25
53 H 1.368 -1.820 -0.871  0.25
54 C -1.917 -2.496 8.333  0.66
55 O -2.242 -3.237 7.419  -0.65
56 N -0.893 -1.612 8.234  -0.29
57 N -2.561 -2.495 9.538  -0.40
58 H -0.615 -0.997 8.975  0.15
59 H -0.391 -1.578 7.358  0.19
60 H -3.326 -3.137 9.650  0.23
61 H -2.313 -1.896 10.303  0.15
62 C 0.176 3.303 -7.578  0.62
63 O 1.070 2.938 -6.840  -0.60
64 N -1.017 2.664 -7.623  -0.30
65 N 0.295 4.374 -8.415  -0.42
66 H -1.780 2.937 -8.214  0.16
67 H -1.126 1.867 -7.017  0.20
68 H 1.170 4.869 -8.404  0.23
69 H -0.434 4.686 -9.029  0.14
70 C 3.211 -3.067 -6.008  0.58
71 O 4.120 -3.871 -6.176  -0.72
72 N 3.225 -1.820 -6.561  -0.31
73 N 2.116 -3.343 -5.261  -0.13
74 H 2.492 -1.145 -6.436  0.19
75 H 4.021 -1.577 -7.123  0.18
76 H 2.065 -4.251 -4.835  0.13
77 H 1.363 -2.697 -5.114  0.15
78 C -0.982 -4.775 -3.738  0.63
79 O 0.089 -4.599 -4.304  -0.62
80 N -1.730 -3.751 -3.264  -0.24
81 N -1.511 -6.015 -3.539  -0.42
82 H -2.609 -3.870 -2.798  0.17
83 H -1.368 -2.820 -3.393  0.10
84 H -0.982 -6.799 -3.879  0.23
85 H -2.386 -6.181 -3.078  0.15
86 C -4.429 4.447 -2.136  0.60
87 O -3.525 4.055 -1.425  -0.58
88 N -5.636 3.817 -2.204  -0.40
89 N -4.316 5.552 -2.929  -0.40
90 H -6.394 4.123 -2.784  0.15
91 H -5.757 2.997 -1.634  0.23
92 H -3.439 6.043 -2.906  0.22
93 H -5.049 5.892 -3.523  0.15
94 C 2.482 -6.091 4.227  0.62
95 O 2.113 -5.397 3.299  -0.57
96 N 3.233 -7.217 4.050  -0.43
97 N 2.179 -5.805 5.523  -0.33
98 H 3.548 -7.802 4.801  0.14
99 H 3.477 -7.460 3.106  0.22
100 H 1.626 -4.981 5.693  0.21
101 H 2.473 -6.363 6.302  0.16



Values for energy, Ha, ordered as above
-731.9576, -556.5524, -739.5552, -1067.8471, -344.6381, -2117.3923, -6509.7679, -5195.1451, -3801.4921
Values for maximum force, eV/A, ordered as above
4.80, 3.13, 2.27, 5.94, 9.51, 2.64, 0.09, 4.76, 2.60